Formula: C3H8ClFNPS
Source: OMol25
Level of theory: ωB97M-V/def2-TZVPD

## Properties
- Orbital gap (alpha / beta): 6.4 / 6.4 eV

Cartesian coordinates (Å):
1 C -0.53194 0.94891 0.55417
2 C -0.54591 0.65543 -1.92768
3 C 0.70899 -1.62645 1.34310
4 N -0.35810 0.16437 -0.55446
5 F 2.01346 -1.52539 1.64266
6 P 0.58257 -1.31430 -0.46382
7 S 2.09596 2.56332 0.50717
8 Cl -1.06046 -2.30605 -0.82172
9 H -0.66807 0.54530 1.52869
10 H 0.40146 1.63838 0.59635
11 H -1.46932 1.68649 0.54816
12 H -1.51670 0.28928 -2.25449
13 H -0.43013 1.72266 -1.91992
14 H 0.16091 0.23503 -2.47926
15 H 0.43000 -2.73212 1.63816
16 H 0.18730 -0.94486 2.06289

Mulliken atomic charge list, values in e, 6 entries: atom 1 (C): -0.480, atom 2 (C): -1.088, atom 3 (C): -0.081, atom 4 (N): 0.209, atom 5 (F): -0.267, atom 6 (P): 0.078